An isolated molecule of C2H3NO2S, computed with ωB97M-V with the def2-TZVPD basis set.

E_LUMO ... -0.54 eV
Total charge ... 0
Energy relative to the best compared isomer or geometry (same formula, charge and spin) ... 258.7 kJ/mol

Each line ends with the Mulliken charge.
Element x y z (Å)
C 0.33 -0.69 -0.47  0.588
C 1.28 0.06 0.35  -0.812
N -0.97 0.46 -0.72  -0.349
O 0.32 -1.73 -1.05  -0.428
O -3.16 1.17 0.07  -0.434
S -2.21 0.12 0.17  0.527
H 0.96 1.10 0.27  0.344
H 2.21 -0.16 -0.09  0.313
H 1.25 -0.33 1.48  0.250